No. 1
Computed, not measured: a cluster of 2 separate species, C3H2F2O in total in a non-equilibrium geometry, with the ωB97M-V functional and the def2-TZVPD basis.

Molar mass   92.04 g mol⁻¹
Spin multiplicity   1
E_tot   -10620.5426 eV
Lowest unoccupied orbital energy   -0.0110 Eh
Energy above the lowest of the compared OMol25 structures with the same formula, charge and spin   102.2 kcal per mole
Largest force on an atom   0.1271 hartree/bohr
Frontier orbital gap   9.802 eV

Geometry as XYZ:
```
8
Properties=species:S:1:pos:R:3:forces:R:3
C -2.271 0.757 0.092 -1.0546 0.0407 -0.4544
C -1.112 0.560 -0.075 6.4636 -0.8527 0.4901
C 1.094 0.027 -0.004 -2.6917 -0.3377 0.2616
O 1.060 -1.204 -0.512 0.7036 -0.3102 0.6019
F 1.780 0.939 -0.671 -1.0397 -0.8900 0.2208
F 1.472 0.012 1.263 -0.4086 0.5632 -0.1336
H -3.228 0.808 -0.297 -1.5849 0.2659 0.1761
H 1.205 -1.900 0.205 -0.3877 1.5208 -1.1625
```
Positions in Å, forces in eV/Å.

---

No. 2
Computed, not measured: the molecule C3H2F3NO in a non-equilibrium geometry, with the ωB97M-V functional and the def2-TZVPD basis.

Molar mass   125.05 g mol⁻¹
Spin multiplicity   1
E_tot   -14828.0142 eV
Lowest unoccupied orbital energy   -0.0705 Eh
Energy above the lowest of the compared OMol25 structures with the same formula, charge and spin   124.0 kcal per mole
Largest force on an atom   0.0681 hartree/bohr
Frontier orbital gap   7.866 eV

Geometry as XYZ:
```
10
Properties=species:S:1:pos:R:3:forces:R:3
C -0.838 -0.505 0.108 0.9228 0.2408 -0.1417
C -1.210 0.754 -0.121 -0.7243 -1.1231 0.3582
C 0.657 -0.658 -0.032 -1.5939 -1.5315 0.9522
N 1.255 0.593 -0.437 -1.9788 2.6838 -1.0720
O -0.341 1.668 -0.390 3.3800 -0.6870 -0.2243
F 0.961 -1.563 -1.003 0.2526 0.2896 -0.1620
F 1.222 -1.159 1.097 0.1763 0.3543 -0.0236
F 1.976 1.142 0.533 -0.1841 -0.2471 0.3267
H -1.439 -1.359 0.343 -0.1781 -0.0952 0.0473
H -2.242 1.088 -0.099 -0.0724 0.1153 -0.0610
```
Positions in Å, forces in eV/Å.

---

No. 3
Computed, not measured: a cluster of 2 separate species, C3H2F3O2 in total in a non-equilibrium geometry, with the ωB97M-V functional and the def2-TZVPD basis.

Molar mass   127.04 g mol⁻¹
Spin multiplicity   1
E_tot   -15391.5632 eV
Lowest unoccupied orbital energy   0.1511 Eh
Energy above the lowest of the compared OMol25 structures with the same formula, charge and spin   12.0 kcal per mole
Net charge   -1
Largest force on an atom   0.0417 hartree/bohr
Frontier orbital gap   7.297 eV

Geometry as XYZ:
```
10
Properties=species:S:1:pos:R:3:forces:R:3
C -0.781 -1.813 -0.161 1.0637 1.7802 0.5426
C 0.058 1.159 -0.342 -0.0956 -0.2074 0.1189
C 0.483 0.009 0.502 -0.4293 -1.2589 -0.4275
O -1.880 -1.386 -0.115 -1.2833 0.1588 0.0011
O -0.003 -2.663 -0.386 0.7083 -1.0004 -0.2225
F 0.636 2.436 -0.100 0.2625 0.2365 0.2123
F 1.853 -0.254 0.338 -0.2234 0.2822 0.0256
F 0.348 0.280 1.873 -0.0032 0.2452 -0.3046
H -1.018 1.307 -0.226 0.0775 -0.1470 -0.0252
H 0.304 0.925 -1.381 -0.0772 -0.0893 0.0793
```
Positions in Å, forces in eV/Å.

---

No. 4
Computed, not measured: the molecule C3H2F5N2P in a non-equilibrium geometry, with the ωB97M-V functional and the def2-TZVPD basis.

Molar mass   192.03 g mol⁻¹
Spin multiplicity   1
E_tot   -28995.5647 eV
Lowest unoccupied orbital energy (alpha / beta)   -0.0218 / -0.0218 Eh
Energy above the lowest of the compared OMol25 structures with the same formula, charge and spin   42.9 kcal per mole
Largest force on an atom   0.0980 hartree/bohr
Frontier orbital gap (alpha / beta)   8.005 / 8.004 eV

Geometry as XYZ:
```
13
Properties=species:S:1:pos:R:3:forces:R:3
C -0.021 -0.080 0.003 0.7118 -2.1085 -0.2001
C 0.539 -1.464 0.142 -1.2850 -0.0997 2.7900
C -2.645 -2.714 0.638 1.0308 2.0630 0.8450
N -1.346 0.238 0.723 -0.3156 1.1798 0.5564
N -1.806 -0.513 1.549 -1.0331 3.6747 -1.5359
F 0.610 -2.447 -0.755 -0.1604 1.0094 -0.0132
F 1.687 -1.470 0.907 -0.7356 -0.1503 -0.9070
F -2.479 -3.967 0.418 0.3980 -2.5070 0.2154
F -3.863 -2.498 1.109 -1.0407 0.0326 0.0095
F -2.540 -2.135 -0.567 -0.0324 0.7393 -0.1432
P -1.408 -1.964 1.997 2.2821 -4.3645 -1.0614
H 0.747 0.511 0.476 -0.1014 0.7020 0.1637
H -0.282 0.309 -0.961 0.2815 -0.1709 -0.7194
```
Positions in Å, forces in eV/Å.

---

No. 5
Computed, not measured: the ion C3H2F7O2S2 with charge +1, with the ωB97M-V functional and the def2-TZVPD basis.

Molar mass   267.17 g mol⁻¹
Spin multiplicity   1
E_tot   -47920.7902 eV
Lowest unoccupied orbital energy   -0.2285 Eh
Net charge   +1
Largest force on an atom   0.0182 hartree/bohr
Frontier orbital gap   10.610 eV

Geometry as XYZ:
```
16
Properties=species:S:1:pos:R:3:forces:R:3
O 1.327 -2.148 -0.689 -0.1869 -0.0669 -0.2589
S 1.573 -1.298 0.405 0.6707 0.1152 -0.1710
O 2.121 -1.667 1.651 -0.0691 -0.1640 0.2323
S -0.417 -0.464 1.104 -0.1814 0.8358 0.3835
C -1.496 -0.050 -0.428 0.0294 -0.1025 0.1709
F -2.368 -1.023 -0.542 -0.3047 -0.2470 -0.0631
F -0.712 -0.009 -1.480 0.2343 0.0678 -0.3114
C -2.177 1.310 -0.160 0.1270 -0.0074 0.2815
F -2.993 1.126 0.893 -0.0419 -0.0140 0.1327
F -2.884 1.604 -1.241 -0.1612 0.1011 -0.2579
C 2.470 0.309 -0.169 0.1866 -0.1686 0.1252
F 1.686 1.009 -0.959 0.1044 -0.1423 0.1404
F 2.781 0.987 0.914 -0.1023 -0.2125 -0.3720
F 3.530 -0.148 -0.799 -0.3628 0.2875 0.2245
H -0.984 -1.640 1.430 0.0578 -0.2353 -0.1260
H -1.458 2.104 0.072 0.0001 -0.0467 -0.1306
```
Positions in Å, forces in eV/Å.

---

No. 6
Computed, not measured: a structure of composition C3H2FLiO2Pt in a non-equilibrium geometry, with the ωB97M-V functional and the def2-TZVPD basis.

Molar mass   291.06 g mol⁻¹
Spin multiplicity   3
E_tot   -13383.3230 eV
Lowest unoccupied orbital energy (alpha / beta)   -0.3913 / -0.4799 Eh
Energy above the lowest of the compared OMol25 structures with the same formula, charge and spin   35.5 kcal per mole
Net charge   +2
Largest force on an atom   0.2032 hartree/bohr
Frontier orbital gap (alpha / beta)   9.035 / 6.583 eV

Geometry as XYZ:
```
10
Properties=species:S:1:pos:R:3:forces:R:3
O 1.043 2.033 0.698 2.1849 -0.7568 -0.9352
C 1.598 0.988 0.361 -5.1132 0.6298 4.6655
O 2.036 0.848 -0.848 -0.5745 6.3829 -1.1371
Li 1.722 2.895 -1.022 -0.2833 0.8018 0.0155
Pt 2.676 -0.742 -1.139 5.8720 -6.1636 -6.0600
C 0.246 -0.392 1.982 1.2410 -0.4681 0.6105
C 1.237 -0.291 1.110 -0.8169 2.0360 0.0840
H -0.212 -1.354 2.206 0.0456 0.1554 -0.0110
H 0.076 0.454 2.647 -0.4606 0.0551 -0.4509
F 1.638 -1.382 0.348 -2.0949 -2.6724 3.2187
```
Positions in Å, forces in eV/Å.

---

No. 7
Computed, not measured: a structure of composition C3H2FN in a non-equilibrium geometry, with the ωB97M-V functional and the def2-TZVPD basis.

Molar mass   71.05 g mol⁻¹
Spin multiplicity   1
E_tot   -7346.3186 eV
Lowest unoccupied orbital energy   0.0076 Eh
Energy above the lowest of the compared OMol25 structures with the same formula, charge and spin   78.3 kcal per mole
Largest force on an atom   0.0633 hartree/bohr
Frontier orbital gap   9.323 eV

Geometry as XYZ:
```
7
Properties=species:S:1:pos:R:3:forces:R:3
C 0.865 -0.154 0.508 0.0367 0.1527 0.8929
C -0.926 0.148 -0.428 1.5918 -0.0603 2.8397
C -0.205 0.144 1.245 -0.9818 -0.0274 -2.2449
N 0.236 -0.134 -0.817 -0.5680 0.0359 -0.6688
F -0.477 0.324 2.523 0.1858 -0.0775 -0.4119
H 1.906 -0.339 0.694 0.1476 -0.0638 0.0288
H -1.875 0.320 -0.880 -0.4121 0.0403 -0.4358
```
Positions in Å, forces in eV/Å.

---

No. 8
Computed, not measured: the molecule C3H2FN in a non-equilibrium geometry, with the ωB97M-V functional and the def2-TZVPD basis.

Molar mass   71.05 g mol⁻¹
Spin multiplicity   1
E_tot   -7348.5422 eV
Lowest unoccupied orbital energy   0.0152 Eh
Energy above the lowest of the compared OMol25 structures with the same formula, charge and spin   27.0 kcal per mole
Largest force on an atom   0.1751 hartree/bohr
SMILES string   N#C/C=C/F
Frontier orbital gap   11.510 eV

Geometry as XYZ:
```
7
Properties=species:S:1:pos:R:3:forces:R:3
N -2.153 1.219 -0.597 2.0082 -0.7554 2.0385
C -1.215 0.829 -0.005 -1.1365 0.1130 -3.0575
C 0.095 0.258 0.264 -3.4236 5.6763 6.0967
C 0.644 -0.746 -0.201 4.0941 -6.9648 -3.9758
F 1.901 -1.073 0.403 -2.3957 0.0077 -1.4267
H 0.512 0.547 1.307 -0.3620 0.0682 -2.0615
H 0.302 -1.467 -1.104 1.2156 1.8552 2.3864
```
Positions in Å, forces in eV/Å.

---

No. 9
Computed, not measured: the molecule C3H2FNO2 in a non-equilibrium geometry, with the ωB97M-V functional and the def2-TZVPD basis.

Molar mass   103.05 g mol⁻¹
Spin multiplicity   1
E_tot   -11444.7725 eV
Lowest unoccupied orbital energy   0.0179 Eh
Energy above the lowest of the compared OMol25 structures with the same formula, charge and spin   8.1 kcal per mole
Largest force on an atom   0.0313 hartree/bohr
SMILES string   Oc1ocnc1F
Frontier orbital gap   9.394 eV

Geometry as XYZ:
```
9
Properties=species:S:1:pos:R:3:forces:R:3
O 1.964 -0.498 0.186 -0.3062 -0.1923 0.5281
C 0.667 -0.183 0.088 -1.5519 0.3547 -0.2313
O 0.405 0.505 -1.054 -0.3348 -0.1358 -0.0615
C -0.941 0.722 -1.054 0.6234 0.2091 0.3722
N -1.544 0.289 -0.013 0.4231 -0.8598 0.8515
C -0.544 -0.330 0.736 0.9442 0.3885 -0.7707
F -0.781 -0.939 1.912 0.0674 0.3637 -0.6666
H 2.113 -0.865 1.063 0.1915 -0.1119 0.1355
H -1.338 1.299 -1.865 -0.0567 -0.0162 -0.1572
```
Positions in Å, forces in eV/Å.

---

No. 10
Computed, not measured: a structure of composition C3H2FNdO3 in a non-equilibrium geometry, with the ωB97M-V functional and the def2-TZVPD basis.

Molar mass   249.28 g mol⁻¹
Spin multiplicity   5
E_tot   -27244.1271 eV
Lowest unoccupied orbital energy (alpha / beta)   -0.4910 / -0.4909 Eh
Energy above the lowest of the compared OMol25 structures with the same formula, charge and spin   0.0 kcal per mole
Net charge   +3
Largest force on an atom   0.1141 hartree/bohr
Frontier orbital gap (alpha / beta)   8.060 / 10.696 eV

Geometry as XYZ:
```
10
Properties=species:S:1:pos:R:3:forces:R:3
C -0.976 0.814 0.258 2.5743 0.3506 0.7557
C -1.321 -0.626 0.142 -4.5553 3.5504 1.0359
O -0.169 -1.134 -0.431 0.8524 -0.1819 -0.9840
C 0.848 -0.285 -0.276 -1.4192 -0.9911 1.1045
O 0.318 0.900 0.294 0.7211 1.2947 -1.1690
O 1.996 -0.465 -0.463 0.7983 0.4530 -0.1856
Nd 4.889 0.219 -0.323 -0.0168 -0.1866 -0.1140
F -1.584 1.883 0.000 -0.1847 -1.0667 1.2101
H -1.633 -1.173 1.046 0.0804 0.2433 -0.0105
H -2.368 -0.133 -0.246 1.1496 -3.4657 -1.6430
```
Positions in Å, forces in eV/Å.

---

No. 11
Computed, not measured: a cluster of 2 separate species, C3H2FO3 in total in a non-equilibrium geometry, with the ωB97M-V functional and the def2-TZVPD basis.

Molar mass   105.04 g mol⁻¹
Spin multiplicity   1
E_tot   -12002.6872 eV
Lowest unoccupied orbital energy   0.1433 Eh
Energy above the lowest of the compared OMol25 structures with the same formula, charge and spin   65.8 kcal per mole
Net charge   -1
Largest force on an atom   0.1112 hartree/bohr
Frontier orbital gap   8.145 eV

Geometry as XYZ:
```
9
Properties=species:S:1:pos:R:3:forces:R:3
C 1.285 -0.808 -0.195 2.7254 0.6749 -0.4817
C -1.683 0.209 -0.003 5.1467 0.3743 0.0122
C 0.550 0.350 0.322 -3.7335 3.1123 -3.0090
O 0.772 -1.830 -0.590 -0.7557 -1.2875 -0.2325
O 2.521 -0.452 -0.191 -0.9717 -0.3478 0.3109
O -2.352 0.488 0.906 -1.9697 0.1978 1.1410
F -2.153 0.151 -1.269 -0.4679 -0.1647 -0.3876
H 0.671 1.358 -0.332 -0.1509 -2.5860 1.7482
H 0.389 0.533 1.352 0.1773 0.0266 0.8984
```
Positions in Å, forces in eV/Å.

---

No. 12
Computed, not measured: a cluster of 2 separate species, C3H2FOP in total in a non-equilibrium geometry, with the ωB97M-V functional and the def2-TZVPD basis.

Molar mass   104.02 g mol⁻¹
Spin multiplicity   1
E_tot   -17192.9968 eV
Lowest unoccupied orbital energy   -0.0180 Eh
Energy above the lowest of the compared OMol25 structures with the same formula, charge and spin   39.9 kcal per mole
Largest force on an atom   0.0701 hartree/bohr
Frontier orbital gap   7.899 eV

Geometry as XYZ:
```
8
Properties=species:S:1:pos:R:3:forces:R:3
C -1.463 0.226 0.984 0.4547 -0.8464 -0.4787
C -0.978 -0.500 0.150 -0.9498 0.2907 -0.0772
C -0.340 -0.916 -1.024 2.6263 2.1271 1.2591
O -0.427 -1.670 -1.905 -0.3176 -0.5823 -0.5766
F 1.327 1.725 0.438 -0.2985 -0.8111 -1.7749
P 1.695 0.564 -0.772 -1.4480 0.0991 1.8212
H -1.904 0.767 1.763 -0.3041 0.4758 0.5524
H 2.089 -0.197 0.367 0.2369 -0.7529 -0.7253
```
Positions in Å, forces in eV/Å.